# 1
22
Properties=species:S:1:pos:R:3:forces:R:3 method="wB97M-V/def2-TZVPD" gap_ev=9.03 largest_force_ev_per_a=4.33 total_charge=+1 homo_energy_ev=-13.02 e_above_lowest_kcal_mol=46.4 smiles=C[N@@H+]1Cc2ccccc2[C@H]1I multiplicity=1 lumo_ev=-3.98
C 1.588 -2.574 0.209 -0.8278 -1.6929 0.1453
C 0.237 -3.000 0.141 2.1852 -2.3664 0.5103
C 1.940 -1.273 0.124 2.0189 1.6068 -1.2017
C -0.765 -2.149 -0.216 3.3558 1.7767 1.0716
C 0.917 -0.376 -0.100 -2.2974 1.7797 -0.1337
C -0.436 -0.797 -0.271 1.5128 -0.1319 0.0063
C 0.907 1.185 -0.079 -0.3735 -1.4707 -1.5536
C -1.350 0.337 -0.433 0.1169 1.5793 1.0953
C -0.875 2.914 0.129 -2.6027 -0.4466 1.9815
N -0.403 1.560 0.522 -0.9678 -1.6809 -2.8368
I -3.442 0.071 -0.091 0.8733 0.2441 0.2698
H 2.405 -3.274 0.323 -0.2960 -0.3439 0.2240
H 0.085 -4.096 0.418 -0.2047 1.6524 -0.7760
H 3.056 -1.021 0.039 -1.9145 -0.0164 0.5534
H -1.688 -2.504 -0.198 -4.1495 -1.1730 -0.3627
H 1.687 1.518 0.529 1.3525 0.9561 0.7450
H 0.929 1.639 -1.116 0.1801 -0.5157 1.1845
H -1.299 0.936 -1.329 0.1125 -0.2405 -0.5068
H -0.715 2.986 -0.893 0.1520 -0.0716 -2.0507
H -2.024 2.961 0.305 2.1239 0.1378 -0.0353
H -0.342 3.764 0.530 0.1120 -0.1538 0.8231
H -0.413 1.191 1.457 -0.4619 0.5714 0.8472

---

# 2
26
Properties=species:S:1:pos:R:3:forces:R:3 method="wB97M-V/def2-TZVPD" gap_ev=8.35 largest_force_ev_per_a=5.97 total_charge=0 homo_energy_ev=-8.27 e_above_lowest_kcal_mol=13.9 multiplicity=1 lumo_ev=0.08
C 2.617 -0.223 2.590 -0.4416 -1.9638 -0.0839
C 1.967 1.019 2.451 -0.4349 -0.2740 -1.6925
C 2.214 -1.349 1.857 -2.6741 3.2213 -2.2257
C 0.941 1.213 1.541 -0.9204 1.2034 0.6112
C 1.126 -1.104 0.835 3.1283 -1.2823 2.8658
C 0.494 0.092 0.826 -0.9541 2.0360 -1.0243
C -0.294 -1.262 -0.748 1.3206 1.0470 0.3414
C -0.759 2.478 -1.726 -4.8439 3.4728 0.2836
C -0.917 -1.973 -1.900 -0.0694 0.9004 0.5015
N 0.671 -1.905 -0.160 -0.0905 -1.4829 0.0135
N -1.725 2.006 0.684 -0.6925 1.4891 0.4290
N -1.804 -2.909 -1.447 -2.8686 -0.1629 1.9756
N -0.430 0.009 -0.235 -1.0151 0.0326 -1.3418
S -1.744 1.286 -0.656 2.1964 0.0864 -0.1069
I -1.860 -0.453 -3.365 0.3488 -0.6097 -0.3015
H 3.391 -0.343 3.353 -0.1098 0.1289 -0.3554
H 2.399 1.887 2.860 0.3081 0.7921 0.9672
H 2.611 -2.311 1.825 0.9839 -1.3033 0.4539
H 0.376 2.198 1.415 1.2587 -1.5406 0.2889
H -0.715 3.555 -1.212 -0.4468 -2.5972 -0.6165
H 0.185 2.221 -1.890 3.9259 -1.6588 -0.7605
H -1.317 2.648 -2.731 0.8982 -0.6411 1.8038
H -2.194 -3.507 -2.156 -0.0981 -0.1451 -0.0374
H -0.079 -2.399 -2.445 -0.4423 -0.0045 -0.4421
H -2.577 1.750 1.133 -0.7492 -0.1814 0.8102
H -2.577 -2.624 -0.700 2.4829 -0.5625 -2.3569

---

# 3
24
Properties=species:S:1:pos:R:3:forces:R:3 method="wB97M-V/def2-TZVPD" gap_ev=9.45 largest_force_ev_per_a=3.98 total_charge=0 homo_energy_ev=-8.89 e_above_lowest_kcal_mol=36.1 multiplicity=1 lumo_ev=0.56
C 0.998 3.314 1.323 0.1006 0.2592 0.2048
C 0.155 2.369 1.679 -0.2782 -2.5421 -2.6296
C -1.333 0.975 -0.337 0.2190 0.2953 -0.3375
C 1.572 3.127 -0.032 0.5052 -0.4267 0.4235
C 1.075 1.890 -0.660 0.6328 -0.6393 0.4343
C 0.094 1.127 0.188 -0.2390 2.7391 2.8798
C -0.524 -1.066 0.245 -0.0587 -0.6938 -0.1223
C -0.710 -2.057 1.383 0.0515 0.5430 -0.1966
C -0.104 -1.759 -1.068 -0.0774 0.2699 0.1624
O -1.705 -0.311 0.086 -0.0010 -0.2442 0.2684
O 0.651 3.145 -1.095 -0.9664 0.6630 -0.9231
O 0.493 -0.116 0.601 0.0702 0.0666 0.0468
I -0.984 2.073 3.367 0.0932 0.0912 -0.1709
H 1.295 4.169 1.909 -0.0753 0.1131 0.2028
H -2.038 1.700 0.074 0.1492 -0.0591 -0.0707
H -1.321 1.059 -1.436 -0.1004 -0.0101 0.1349
H 2.550 3.541 -0.252 -0.0207 -0.0425 -0.0753
H 1.703 1.314 -1.332 -0.0047 -0.0140 -0.1133
H -1.024 -1.523 2.275 -0.0340 0.0489 0.0924
H 0.235 -2.555 1.576 0.0571 -0.1242 0.0080
H -1.469 -2.786 1.113 -0.0309 -0.0984 -0.0521
H 0.161 -2.795 -0.884 0.0569 -0.1072 -0.0379
H 0.763 -1.250 -1.482 0.0408 -0.0370 -0.1139
H -0.915 -1.725 -1.790 -0.0901 -0.0507 -0.0149

---

# 4
23
Properties=species:S:1:pos:R:3:forces:R:3 method="wB97M-V/def2-TZVPD" gap_ev=8.98 largest_force_ev_per_a=4.41 total_charge=+1 homo_energy_ev=-12.45 e_above_lowest_kcal_mol=30.7 multiplicity=1 lumo_ev=-3.47
C 1.075 2.275 1.280 -1.0364 -0.4295 -0.7385
C 0.123 2.022 2.228 -0.3619 1.3012 2.2642
C 1.040 1.486 0.135 4.2332 1.2158 -0.1408
C -0.794 0.998 2.148 0.1515 -1.3043 -2.7658
C 0.268 0.382 0.055 -1.1712 -0.9968 -0.7147
C -0.745 0.145 0.968 0.3243 2.0578 3.0128
C -1.652 -1.317 -0.530 0.5954 -1.0715 -2.1152
C 0.579 -0.513 -1.080 -1.4396 0.4220 2.0435
C 1.274 -1.766 -0.801 -1.0608 0.2983 2.4351
N -1.703 -0.828 0.667 -2.3560 0.5977 1.1949
N 0.660 0.029 -2.238 1.0259 -0.0924 -2.6430
S -2.930 -2.315 -1.018 -0.6548 -0.1656 0.7395
H 1.692 3.112 1.469 0.8821 0.5525 -0.4143
H 0.085 2.736 3.111 -0.0568 -1.1793 -1.0879
H 1.929 1.538 -0.592 -1.6124 0.3312 0.9655
H -1.562 0.963 2.884 -0.5560 -0.4703 0.3417
H 2.290 -1.576 -0.715 2.3010 0.8120 0.0668
H 1.187 -2.385 -1.618 -0.5481 -2.0871 -1.3673
H 1.036 -2.139 0.230 -0.2928 -0.1363 -1.3432
H -2.635 -0.782 1.187 1.7528 -0.2313 -0.3913
H 0.263 0.922 -2.486 -0.0580 0.0803 0.3198
H -2.698 -2.564 -2.311 0.5890 0.3029 -0.0530
H 1.218 -0.422 -2.974 -0.6506 0.1927 0.3911

---

# 5
23
Properties=species:S:1:pos:R:3:forces:R:3 method="wB97M-V/def2-TZVPD" gap_ev=7.59 largest_force_ev_per_a=16.05 total_charge=0 homo_energy_ev=-7.22 e_above_lowest_kcal_mol=188.3 multiplicity=1 lumo_ev=0.37
C 1.009 -1.645 -2.110 -8.7809 -1.6969 13.3317
C -0.209 -1.006 -1.353 0.2439 1.5318 -1.6936
C -1.478 -1.000 -1.922 2.3298 -1.2918 0.3368
C -2.561 -0.455 -1.368 -3.3406 3.6060 3.1743
C -2.412 0.295 -0.182 1.3224 1.9400 3.6195
C -1.111 0.449 0.339 0.7726 -1.4592 1.5306
C -0.809 1.090 1.693 1.9887 -5.2015 1.6482
C 1.577 0.724 1.127 1.7585 -3.9648 -1.9626
C 0.011 -0.184 -0.200 -3.3369 -2.3257 -3.6303
H 1.465 -2.126 -1.179 -0.4493 -0.8333 -1.4444
H 0.977 -2.153 -2.867 -1.8871 -6.2651 -7.8706
H 1.734 -1.160 -2.244 9.9045 8.8424 -1.8941
H -1.499 -1.618 -2.745 -0.7266 -0.9511 -2.1830
H -3.575 -0.202 -1.657 -0.0459 -1.3923 -1.4026
H -3.156 0.924 0.700 1.2198 -2.2041 -3.6065
H -1.512 1.746 1.682 -2.9361 6.3686 0.0870
H -1.307 0.638 2.765 1.9655 -0.3391 -2.5872
H 1.113 1.480 2.693 -1.5508 0.7806 0.0713
H 3.788 0.341 0.873 -3.5487 2.7715 3.8849
H 3.128 1.823 2.248 -0.2777 -2.0311 -1.8769
N 0.648 1.380 1.784 -1.4419 1.7539 2.1755
N 2.915 0.884 1.755 1.0383 -1.8435 -4.2726
N 1.266 -0.222 0.167 5.7784 4.2049 4.5644

---

# 6
23
Properties=species:S:1:pos:R:3:forces:R:3 method="wB97M-V/def2-TZVPD" gap_ev=9.14 largest_force_ev_per_a=3.95 total_charge=0 homo_energy_ev=-8.71 e_above_lowest_kcal_mol=77.1 smiles="N#Cc1ccn[nH]1.C1=CCCC1" multiplicity=1 lumo_ev=0.43
C -2.545 1.795 0.143 0.1824 -2.1975 -0.6241
C -2.611 -0.654 0.705 1.2363 -0.1169 -1.6999
C -2.359 -1.770 -0.176 -0.6469 -0.4124 1.8865
C 1.527 0.064 -0.876 1.8789 0.0068 0.4905
C 0.861 1.333 -0.322 -1.6565 -0.3134 -1.3142
C 1.671 -0.857 0.354 0.6052 1.6454 1.0576
C 0.044 0.834 0.855 3.7269 -0.9858 -0.2784
C 0.658 -0.270 1.287 -1.7838 -0.2209 -0.2386
C -2.350 0.447 -0.114 -1.0781 -2.6739 -1.6458
N -2.857 2.830 0.443 -0.7606 3.7680 0.9083
N -2.103 -0.039 -1.403 -0.3489 -1.6992 1.6557
N -2.127 -1.408 -1.393 0.5616 1.4455 -1.2693
H -2.692 -0.677 1.777 -0.2382 0.1440 -0.0369
H -2.348 -2.853 0.054 -0.1561 0.9624 -0.0351
H 0.867 -0.347 -1.555 -1.7573 -1.1687 -1.3058
H 2.460 0.125 -1.502 -0.5905 0.5528 0.9985
H 1.513 2.126 -0.087 1.1162 0.8347 0.7584
H 0.192 1.797 -1.051 0.0201 -0.0927 -0.4052
H 1.665 -1.935 0.301 -0.3533 -0.2675 -0.5895
H 2.589 -0.615 0.888 0.7400 -0.1529 -0.2791
H -0.695 1.397 1.328 -0.5823 0.7466 0.9527
H 0.363 -0.780 2.174 -0.1433 -0.4300 0.6451
H -2.068 0.359 -2.327 0.0280 0.6257 0.3687